# 1
Here is a cluster of 2 separate species, C2H7NS2 in total from the Open Molecules 2025 dataset. Energies are from ωB97M-V/def2-TZVPD.

```
12
Properties=species:S:1:pos:R:3:lowdin_charge:R:1
S -1.96440 -0.49529 -2.92382 0.207
H 0.81529 -0.17814 0.05618 0.090
H -3.77724 -1.50372 -1.41305 -0.218
C 2.04042 1.34568 0.73808 -0.027
H 1.41486 0.14969 2.93311 0.071
S -3.93874 -1.08216 -2.67136 0.221
N 0.86403 -0.21328 2.16904 0.013
C 1.24954 0.29763 0.92619 -0.312
H 2.37323 1.61334 -0.25116 0.038
H -0.12375 -0.15640 2.38690 0.079
H 2.53556 1.81466 1.58673 0.049
H -1.48880 -1.59200 -3.53684 -0.210
```

Computed properties:
Gap between HOMO and LUMO: 8.917 eV
Relative energy (zero: lowest compared OMol25 entry of this formula, charge and spin): 20.2 kcal/mol
Charge: 0
Spin multiplicity: 1
Highest occupied orbital energy: -8.63 eV
SMILES: C=CN.SS

***

# 2
Here is the ion C3H10NO2 with charge +1 from the Open Molecules 2025 dataset. Energies are from ωB97M-V/def2-TZVPD.

```
16
Properties=species:S:1:pos:R:3:lowdin_charge:R:1
H -2.52201 -0.68930 -0.86122 0.145
H -2.94445 0.09846 0.56090 0.235
H -1.95576 -1.30515 0.44325 0.158
O 2.65832 0.03122 -0.16027 -0.048
C 1.41263 0.66371 -0.02341 -0.227
C 0.29995 -0.35918 -0.30780 -0.350
N -2.15928 -0.42206 0.00668 0.230
H -0.98708 1.32304 -0.64290 0.137
H 1.36344 1.04570 1.07972 0.173
C -0.94982 0.44698 -0.05903 -0.097
O 0.41312 -1.40740 0.63753 0.010
H 0.38248 -0.82966 -1.23988 0.146
H 1.14711 1.46343 -0.70628 0.125
H 1.30689 -1.47665 0.90655 0.082
H 3.32455 0.68307 -0.57019 0.158
H -0.79011 0.73379 0.93635 0.122
```

Computed properties:
Gap between HOMO and LUMO: 10.572 eV
Relative energy (zero: lowest compared OMol25 entry of this formula, charge and spin): 41.9 kcal/mol
Charge: +1
Spin multiplicity: 1
Highest occupied orbital energy: -14.38 eV
SMILES: [NH3+]C[C@H](O)CO